No. 1
Entry from the Open Molecules 2025 dataset: an isolated molecule of C6H12O (ωB97M-V with the def2-TZVPD basis set).

```
! RIJCOSX wB97M-V def2-TZVPD def2/J DEFGRID3
* xyz 0 1
C 0.24 -1.86 1.84
O 0.21 -1.78 0.44
C -0.71 -0.81 -0.04
C -0.03 0.47 -0.52
C 1.29 0.80 0.14
C -0.22 0.86 -1.96
C -0.95 1.60 -0.88
H -0.67 -2.34 2.24
H 0.34 -0.86 2.31
H 1.10 -2.46 2.12
H -1.25 -1.27 -0.88
H -1.44 -0.58 0.74
H 1.98 -0.05 0.09
H 1.16 1.07 1.20
H 1.77 1.65 -0.36
H -0.79 0.19 -2.60
H 0.59 1.37 -2.47
H -2.02 1.42 -0.77
H -0.64 2.61 -0.64
*
```

Properties
HOMO-LUMO gap   10.7 eV
HOMO level   -9.7 eV
Total energy   -310.99739 hartree
Relative energy (zero: lowest compared OMol25 entry of this formula, charge and spin)   162.5 kJ/mol
LUMO level   1.049 eV

=====

No. 2
Entry from the Open Molecules 2025 dataset: a cluster of 4 separate species, C21H51F3N3OP in total (ωB97M-V with the def2-TZVPD basis set).

```
! RIJCOSX wB97M-V def2-TZVPD def2/J DEFGRID3
* xyz 0 1
O -1.41 2.21 3.43
C -2.24 1.93 2.34
C -1.85 0.62 1.66
P -2.42 -1.02 2.29
C -3.70 2.03 2.77
F -4.07 3.33 2.88
F -4.52 1.46 1.85
F -3.94 1.44 3.96
H -1.27 1.40 3.92
H -2.11 2.76 1.66
H -2.12 0.65 0.62
H -0.77 0.57 1.72
H -3.81 -0.98 2.17
H -2.22 -0.97 3.67
C 1.28 3.80 2.20
C 1.96 2.69 2.98
N 3.27 2.35 2.48
C 3.81 1.12 3.04
C 4.11 1.07 4.54
C 4.21 3.46 2.37
C 4.53 4.26 3.63
H 1.23 3.54 1.14
H 0.26 3.94 2.56
H 1.80 4.75 2.29
H 1.34 1.79 2.91
H 1.97 2.96 4.05
H 4.71 0.86 2.48
H 3.09 0.33 2.81
H 5.02 1.63 4.79
H 4.27 0.04 4.85
H 3.29 1.47 5.14
H 3.81 4.15 1.62
H 5.13 3.07 1.93
H 3.64 4.48 4.22
H 4.99 5.21 3.36
H 5.24 3.74 4.28
C 1.09 1.72 -5.34
C 1.68 1.83 -3.95
N 0.73 2.30 -2.96
C 1.34 2.67 -1.69
C 2.01 1.57 -0.85
C -0.50 1.54 -2.87
C -0.39 0.04 -2.56
H 0.65 2.67 -5.66
H 1.87 1.46 -6.05
H 0.32 0.95 -5.40
H 2.50 2.56 -3.98
H 2.14 0.87 -3.68
H 0.57 3.16 -1.09
H 2.08 3.44 -1.91
H 1.28 0.93 -0.36
H 2.61 2.03 -0.06
H 2.67 0.95 -1.45
H -1.05 1.65 -3.80
H -1.13 2.02 -2.11
H 0.38 -0.45 -3.15
H -1.34 -0.46 -2.79
H -0.18 -0.15 -1.50
C -2.17 -6.44 -3.86
C -1.95 -5.13 -3.12
N -3.11 -4.69 -2.37
C -3.01 -3.32 -1.89
C -1.92 -3.00 -0.86
C -3.65 -5.65 -1.42
C -2.72 -6.18 -0.32
H -3.04 -6.38 -4.51
H -1.30 -6.66 -4.47
H -2.31 -7.28 -3.17
H -1.73 -4.35 -3.86
H -1.05 -5.22 -2.49
H -3.98 -3.03 -1.49
H -2.85 -2.69 -2.77
H -2.18 -3.36 0.13
H -1.81 -1.91 -0.77
H -0.95 -3.40 -1.14
H -4.02 -6.51 -1.99
H -4.54 -5.21 -0.97
H -1.73 -6.43 -0.70
H -3.14 -7.09 0.12
H -2.60 -5.46 0.49
*
```

Properties
HOMO-LUMO gap   8.6 eV
HOMO level   -8.1 eV
Total energy   -1711.12960 hartree
Relative energy (zero: lowest compared OMol25 entry of this formula, charge and spin)   26.3 kJ/mol
LUMO level   0.542 eV

=====

No. 3
Entry from the Open Molecules 2025 dataset: the ion C3H8IN2 with charge +1 (ωB97M-V with the def2-TZVPD basis set).

```
! RIJCOSX wB97M-V def2-TZVPD def2/J DEFGRID3
* xyz 1 1
N 0.59 1.55 0.44
C 1.19 0.88 -0.44
C 0.60 -0.38 -0.92
C -0.26 -1.12 0.16
N -1.22 -0.22 0.74
I -3.26 -0.03 -0.11
H -0.31 1.03 0.91
H 0.82 2.37 0.82
H 2.22 1.32 -0.76
H 1.37 -1.12 -1.37
H -0.10 -0.21 -1.76
H -0.58 -1.99 -0.27
H 0.40 -1.67 0.92
H -1.44 -0.42 1.65
*
```

Properties
HOMO-LUMO gap   8.6 eV
HOMO level   -13.5 eV
Total energy   -525.99190 hartree
Relative energy (zero: lowest compared OMol25 entry of this formula, charge and spin)   141.8 kJ/mol
LUMO level   -4.826 eV

=====

No. 4
Entry from the Open Molecules 2025 dataset: an isolated molecule of C3H4N2O3 (ωB97M-V with the def2-TZVPD basis set).

```
! RIJCOSX wB97M-V def2-TZVPD def2/J DEFGRID3
* xyz 0 1
C -1.43 -0.83 0.20
N -0.33 -0.15 -0.54
C -0.31 1.09 -0.20
N 0.68 1.76 0.14
O 1.96 1.11 -0.01
C 1.94 -0.18 -0.06
O 2.92 -0.92 -0.07
O 0.79 -0.88 0.00
H -1.06 -0.78 1.42
H -1.30 -1.68 -0.53
H -2.54 -0.37 -0.04
H -1.31 1.82 -0.29
*
```

Properties
HOMO-LUMO gap   10.8 eV
HOMO level   -10.3 eV
Total energy   -451.74584 hartree
Relative energy (zero: lowest compared OMol25 entry of this formula, charge and spin)   614.1 kJ/mol
LUMO level   0.416 eV

=====

No. 5
Entry from the Open Molecules 2025 dataset: an isolated molecule of C2H4N2O2 (ωB97M-V with the def2-TZVPD basis set).

```
! RIJCOSX wB97M-V def2-TZVPD def2/J DEFGRID3
* xyz 0 1
H -2.41 -0.96 -0.35
N -2.21 0.13 -0.09
C -0.91 0.03 0.00
N -0.07 1.17 0.29
O 1.10 0.63 -0.50
C 1.25 -0.49 0.14
O -0.18 -1.07 -0.13
H -0.18 2.09 -0.35
H 2.04 -1.12 -0.26
H 1.57 -0.42 1.25
*
```

Properties
HOMO-LUMO gap   10.5 eV
HOMO level   -9.8 eV
Total energy   -338.47408 hartree
Relative energy (zero: lowest compared OMol25 entry of this formula, charge and spin)   470.3 kJ/mol
LUMO level   0.747 eV

=====

No. 6
Entry from the Open Molecules 2025 dataset: a structure of composition C3H6FN2O (ωB97M-V with the def2-TZVPD basis set).

```
! RIJCOSX wB97M-V def2-TZVPD def2/J DEFGRID3
* xyz 1 3
C -0.21 1.20 0.72
C -0.64 -0.91 -0.17
C 0.88 -0.81 -0.34
N 1.24 0.57 -0.43
N -1.03 0.25 0.62
O 2.44 0.86 0.10
F 1.46 -1.44 0.73
H -0.27 2.15 1.21
H -1.15 -0.87 -1.14
H -0.91 -1.83 0.35
H 1.24 -1.31 -1.25
H -1.95 0.22 1.07
H 2.79 1.66 -0.33
*
```

Properties
HOMO-LUMO gap (alpha / beta)   7.2 / 8.8 eV
HOMO level (alpha / beta)   -11.7 / -16.1 eV
Total energy   -402.01597 hartree
Relative energy (zero: lowest compared OMol25 entry of this formula, charge and spin)   201.2 kJ/mol
LUMO level (alpha / beta)   -4.526 / -7.250 eV